(1)
13
Properties=species:S:1:pos:R:3:forces:R:3 method="wB97M-V/def2-TZVPD" lumo_energy_ev=4.12 fmax_ev_per_a=0.86 e_tot_ev=-15566.46429 total_charge=-1
S -0.130960 0.700377 2.220008 -0.059 0.146 0.347
H 0.402416 1.721756 2.911714 0.009 -0.039 -0.079
C 0.607724 1.016778 -2.354953 0.030 -0.344 -0.001
C 0.214137 -0.175641 -1.860415 0.091 0.777 -0.359
N 0.280235 -0.592288 -0.571264 -0.060 -0.113 0.584
C -0.684544 -1.570186 -0.089087 0.060 0.343 -0.182
H 1.031021 1.793542 -1.731765 -0.089 0.004 0.048
H 0.543167 1.184537 -3.421209 0.047 0.036 0.007
H -0.171976 -0.891889 -2.585516 -0.089 -0.166 0.228
H 0.443615 0.119347 0.179752 0.034 -0.313 -0.635
H -0.281050 -2.047822 0.801293 -0.057 -0.140 -0.040
H -1.628921 -1.088203 0.191841 -0.006 -0.064 0.018
H -0.892745 -2.300677 -0.873848 0.089 -0.128 0.065

***

(2)
13
Properties=species:S:1:pos:R:3:forces:R:3 method="wB97M-V/def2-TZVPD" lumo_energy_ev=3.79 fmax_ev_per_a=1.13 e_tot_ev=-15565.37290 total_charge=-1
C -2.777355 0.904394 2.011329 0.324 0.119 -0.601
S -1.126875 1.604272 1.586172 -0.214 0.010 0.454
H -2.770143 -0.168738 1.801255 -0.180 0.002 0.112
H -3.496067 1.380305 1.340188 -0.246 -0.154 0.130
H -3.112025 1.061746 3.039715 0.181 0.057 0.050
C 2.354294 -1.247498 -1.551925 -0.098 0.202 -0.723
C 0.866297 0.376237 -0.833251 0.633 -0.625 0.102
N 2.080107 0.111147 -1.091246 0.141 -0.337 1.075
H 3.428497 -1.428944 -1.553638 0.031 0.081 -0.159
H 1.911796 -2.004111 -0.899477 -0.098 0.163 0.091
H 1.956886 -1.413486 -2.559278 0.092 -0.106 -0.119
H 0.605747 1.113063 -0.075084 -0.309 0.550 -0.766
H 0.078843 -0.288381 -1.214755 -0.256 0.036 0.355

***

(3)
13
Properties=species:S:1:pos:R:3:forces:R:3 method="wB97M-V/def2-TZVPD" lumo_energy_ev=-3.94 fmax_ev_per_a=3.75 e_tot_ev=-15557.01325 total_charge=+1
C -0.335534 1.009295 -0.881331 -2.488 -1.965 0.998
C -0.621882 0.972124 0.629786 0.248 -2.603 -1.962
C 0.348687 0.008668 -0.079214 2.225 0.671 1.961
N -0.266605 -1.355148 -0.193944 -0.036 -0.389 -0.183
S 2.391212 0.150552 0.214380 -3.420 -0.081 -1.538
H -1.051670 0.516766 -1.536674 -0.139 0.714 -0.179
H 0.063841 1.898013 -1.179846 1.392 1.891 -1.137
H -0.082273 1.644818 1.149618 1.549 2.506 1.524
H -1.488073 0.658828 1.194397 -0.353 -0.393 -0.579
H -0.199227 -1.789526 0.766164 0.257 -0.150 -1.551
H 0.160741 -1.881331 -1.009021 -0.347 0.163 1.500
H -1.301696 -1.286147 -0.392099 1.149 0.123 0.175
H 2.382476 -0.546918 1.317787 -0.037 -0.489 0.970

***

(4)
13
Properties=species:S:1:pos:R:3:forces:R:3 method="wB97M-V/def2-TZVPD" lumo_energy_ev=-5.69 fmax_ev_per_a=5.50 e_tot_ev=-15555.74748 total_charge=+1
C 0.971903 0.729772 -0.160925 -0.617 0.873 1.732
C 1.934564 1.217783 0.576018 1.384 -0.433 1.380
C -1.693226 -0.401403 -0.605902 -4.122 3.627 -0.271
N -0.887903 -1.330932 0.060299 2.234 -0.871 -0.492
S -2.693569 0.609132 0.263481 1.570 -1.881 -1.513
H 1.300946 0.486831 -1.115430 -0.741 -0.747 -2.025
H -0.025677 0.867264 0.294337 0.258 0.208 -0.948
H 2.946519 1.188489 0.171417 -0.113 0.419 0.394
H 1.756736 1.463048 1.621211 0.313 0.376 -0.243
H -1.589574 -0.233421 -1.713940 0.231 -0.702 1.236
H -1.343380 -1.872872 0.767538 -0.671 0.554 1.558
H -0.027036 -0.594688 0.393978 -0.729 -2.190 -0.538
H -0.650307 -2.129007 -0.552081 1.003 0.767 -0.271

***

(5)
13
Properties=species:S:1:pos:R:3:forces:R:3 method="wB97M-V/def2-TZVPD" lumo_energy_ev=-3.90 fmax_ev_per_a=4.63 e_tot_ev=-15557.05440 total_charge=+1
C 1.301938 -1.063798 -0.291873 4.160 -0.068 2.028
C -0.073186 0.622875 0.514938 1.804 -1.622 3.447
C -1.134291 1.285244 -0.311527 -0.148 0.524 1.742
N -0.070877 -0.850713 0.156456 -1.529 -1.803 0.751
S 1.791636 0.749907 0.191467 -1.177 -1.315 -0.453
H 1.871634 -1.916954 0.284895 -1.335 1.869 -0.831
H 1.643715 -1.146617 -1.321457 -1.450 -0.318 -0.304
H -0.053044 0.539573 1.757205 -1.062 1.102 -3.388
H -0.768070 1.537258 -1.296429 0.079 0.074 -0.236
H -1.366616 2.203483 0.278876 -0.556 -0.567 -0.964
H -1.966145 0.535194 -0.379406 0.199 1.240 0.133
H -0.756432 -1.043733 -0.566110 -0.148 -0.033 -0.420
H -0.420262 -1.451717 0.982968 1.164 0.917 -1.505

***

(6)
13
Properties=species:S:1:pos:R:3:forces:R:3 method="wB97M-V/def2-TZVPD" lumo_energy_ev="-3.90 / -5.13" fmax_ev_per_a=2.53 e_tot_ev=-15554.86651 multiplicity=3 total_charge=+1
C 0.715839 0.685477 0.615509 -2.206 0.768 -0.002
C 0.835975 1.164114 -0.843038 -1.381 1.718 0.719
C -0.458946 -0.300595 0.432265 0.064 0.427 1.812
N -0.210209 -1.656737 -0.086124 -0.095 -0.351 0.686
S -2.100400 0.275871 0.197401 1.025 -0.425 0.160
H 1.608684 0.287943 1.111523 -0.105 -0.321 -0.611
H 0.320998 1.459003 1.434176 0.782 -1.194 -2.084
H -0.046601 1.729292 -1.311569 1.627 -0.919 0.886
H 1.616452 0.842162 -1.473609 0.889 -0.167 -0.485
H -0.758088 -2.337387 0.494335 0.859 0.289 -0.515
H 0.792996 -1.938794 -0.181495 -0.852 0.357 0.505
H -0.595899 -1.696777 -1.013842 -0.293 -0.317 -1.032
H -1.720806 1.486432 0.624473 -0.314 0.136 -0.039

***

(7)
13
Properties=species:S:1:pos:R:3:forces:R:3 method="wB97M-V/def2-TZVPD" lumo_energy_ev="-6.18 / -5.82" fmax_ev_per_a=4.07 e_tot_ev=-15554.39848 multiplicity=3 total_charge=+1
C 2.987158 -1.009158 -0.649497 -2.462 -1.358 2.438
C -2.619126 -0.880116 -0.090111 -1.000 -1.224 -1.476
C -3.955284 -0.321974 0.181854 0.006 -2.831 1.620
N 2.674999 -1.747246 0.407448 2.056 2.290 2.669
S -1.181818 -0.211133 0.085517 2.253 1.035 0.363
H 2.493751 -1.383659 -1.537089 0.654 0.258 -0.510
H 3.300099 0.009726 -0.484556 0.674 -0.072 -0.248
H -2.579414 -1.874258 -0.530334 -0.016 -0.141 0.027
H -3.895098 0.704350 0.384412 -0.386 1.425 0.195
H -4.099188 -0.918471 1.172335 -0.966 1.292 -1.321
H -4.683212 -0.635597 -0.588374 0.258 0.383 0.587
H 2.951272 -1.539725 1.497196 -0.689 -0.176 -3.798
H 2.183663 -2.607457 0.349190 -0.383 -0.881 -0.546

***

(8)
14
Properties=species:S:1:pos:R:3:forces:R:3 method="wB97M-V/def2-TZVPD" lumo_energy_ev=-4.01 fmax_ev_per_a=4.51 e_tot_ev=-26391.91943 total_charge=+1
C 1.399488 0.248369 1.110654 -2.284 -0.477 0.787
C 0.095276 0.360692 0.767773 2.375 0.946 1.129
C -0.590380 -0.328208 -1.672852 -1.446 0.344 2.049
N -0.371107 1.013496 -0.404318 -2.884 -3.160 -1.432
S -1.312594 -0.022451 1.709505 -0.845 0.071 0.940
S -1.521717 -1.672264 -1.033793 2.677 -1.170 -0.623
H 1.496926 -0.056048 2.141297 0.416 -0.429 0.006
H 2.313799 0.381742 0.585502 0.199 0.550 -0.772
H 0.412392 -0.676901 -1.614029 0.953 0.260 -1.157
H -1.113356 0.247729 -2.436012 0.834 -0.130 -0.204
H -1.359767 1.349195 -0.312691 1.387 0.192 -0.065
H 0.227683 1.589522 -0.918699 1.190 1.493 -0.385
H -0.825476 -0.567720 2.844976 0.344 0.163 -0.412
H -2.560469 -0.991392 -0.911395 -2.916 1.347 0.139